Record 1
Below is a 2-piece molecular cluster, C5H13N2O overall at a distorted geometry, with properties calculated with ωB97M-V with the def2-TZVPD basis set.

Each line ends with the Mulliken charge.
Positions of all 21 atoms, in Å:
O: 1.022 -0.362 -0.141  -0.36
C: 0.736 -0.117 -1.300  -0.07
C: -0.373 0.711 -1.691  -0.06
C: -1.251 1.350 -0.714  -0.46
C: -2.544 0.550 -0.423  -0.63
C: -2.209 -0.869 0.036  -0.38
N: -1.521 -0.858 1.309  -0.43
N: 4.962 -0.103 1.655  -0.66
H: 1.392 -0.529 -2.076  0.41
H: -0.422 0.965 -2.745  0.38
H: -0.701 1.445 0.232  0.39
H: -1.495 2.369 -1.027  0.37
H: -3.160 0.498 -1.324  0.34
H: -3.128 1.060 0.342  0.36
H: -3.118 -1.461 0.113  0.44
H: -1.567 -1.320 -0.750  0.19
H: -0.513 -0.835 1.196  0.23
H: -1.799 -1.630 1.899  0.27
H: 5.247 0.356 2.505  0.23
H: 4.678 -1.051 1.862  0.23
H: 5.763 -0.168 1.040  0.23

- Net charge: +1
- LUMO: -0.3086 Ha
- Energy above the lowest of the compared OMol25 structures with the same formula, charge and spin: 5.046 eV

Record 2
Below is an isolated ion of composition C9H11N4S and charge +1 at a distorted geometry, with properties calculated with ωB97M-V with the def2-TZVPD basis set.

Each line ends with the Mulliken charge.
Positions of all 25 atoms, in Å:
C: 3.650 1.543 -0.897  -0.50
C: 3.744 1.426 0.510  -0.31
C: 2.495 1.124 -1.519  -0.77
C: 2.734 0.812 1.212  -0.76
C: 0.071 0.322 -1.205  -0.54
C: 1.417 0.604 -0.803  0.74
C: 1.569 0.383 0.551  -0.13
C: -0.429 -0.200 -0.070  0.46
C: -2.314 -1.268 1.086  0.21
N: 0.426 -0.336 0.943  0.05
N: -3.918 -1.548 0.894  -0.41
N: -1.808 -0.787 -0.051  0.51
N: -2.672 -0.609 -1.141  -0.97
S: -1.730 -1.326 2.558  -0.49
H: 4.445 1.918 -1.539  0.39
H: 4.667 1.728 1.115  0.32
H: 2.321 1.394 -2.465  0.45
H: 2.950 0.474 2.147  0.45
H: -0.264 0.513 -2.185  0.49
H: 0.259 -0.699 1.859  0.07
H: -4.206 -2.443 1.313  0.35
H: -4.114 -1.345 -0.137  0.42
H: -4.449 -0.710 1.399  0.36
H: -2.399 -1.275 -2.033  0.30
H: -2.446 0.306 -1.542  0.28

- Net charge: +1
- LUMO (alpha / beta): -0.1031 / -0.2467 Ha
- Energy above the lowest of the compared OMol25 structures with the same formula, charge and spin: 0.774 eV
- Multiplicity: 3

Record 3
Below is a 10-piece molecular cluster, C6H28O9 overall at a distorted geometry, with properties calculated with ωB97M-V with the def2-TZVPD basis set.

Each line ends with the Mulliken charge.
Positions of all 43 atoms, in Å:
C: -3.309 0.177 0.859  -1.55
C: -2.101 0.134 -0.028  0.71
C: -2.008 0.568 -1.313  -0.86
C: -0.875 0.492 -2.136  0.11
C: 0.349 0.213 -1.717  -0.68
C: 1.531 -0.039 -2.577  -0.83
H: -4.062 0.880 0.455  0.47
H: -3.003 0.342 1.891  0.29
H: -4.000 -0.695 0.593  0.31
H: -1.188 -0.269 0.325  0.32
H: -2.956 0.940 -1.775  0.26
H: -0.915 0.669 -3.246  0.17
H: 0.606 0.230 -0.662  0.65
H: 1.283 -0.084 -3.620  0.40
H: 2.493 0.540 -2.418  0.15
H: 1.931 -1.151 -2.424  0.21
O: -0.137 -2.772 -1.521  -0.77
H: 0.120 -2.000 -2.084  0.34
H: 0.650 -2.860 -1.030  0.34
O: -1.510 -2.327 2.041  -0.66
H: -1.925 -2.028 1.310  0.23
H: -1.649 -3.274 1.961  0.31
O: 0.375 2.978 -1.067  -0.71
H: 1.089 2.346 -1.172  0.31
H: -0.486 2.576 -0.747  0.39
O: 2.961 2.573 0.031  -0.59
H: 3.499 1.893 0.533  0.33
H: 3.331 2.581 -0.786  0.27
O: -2.585 -2.636 -0.567  -0.58
H: -3.094 -2.515 -1.300  0.31
H: -1.741 -2.432 -0.814  0.37
O: 1.352 -2.025 1.152  -0.67
H: 1.758 -1.167 1.293  0.34
H: 0.476 -1.950 1.425  0.41
O: 1.081 0.561 3.041  -0.52
H: 1.144 0.986 3.916  0.22
H: 0.142 0.328 3.023  0.25
O: 3.250 0.023 1.594  -0.66
H: 3.560 -0.385 2.301  0.26
H: 2.630 0.614 1.922  0.35
O: 0.329 2.724 1.297  -0.72
H: 0.780 1.932 1.358  0.35
H: 0.828 3.309 0.685  0.38

- Net charge: 0
- LUMO: 0.0090 Ha
- Energy above the lowest of the compared OMol25 structures with the same formula, charge and spin: 3.829 eV

Repeat the second record exactly.
Below is an isolated ion of composition C9H11N4S and charge +1 at a distorted geometry, with properties calculated with ωB97M-V with the def2-TZVPD basis set.

Each line ends with the Mulliken charge.
Positions of all 25 atoms, in Å:
C: 3.650 1.543 -0.897  -0.50
C: 3.744 1.426 0.510  -0.31
C: 2.495 1.124 -1.519  -0.77
C: 2.734 0.812 1.212  -0.76
C: 0.071 0.322 -1.205  -0.54
C: 1.417 0.604 -0.803  0.74
C: 1.569 0.383 0.551  -0.13
C: -0.429 -0.200 -0.070  0.46
C: -2.314 -1.268 1.086  0.21
N: 0.426 -0.336 0.943  0.05
N: -3.918 -1.548 0.894  -0.41
N: -1.808 -0.787 -0.051  0.51
N: -2.672 -0.609 -1.141  -0.97
S: -1.730 -1.326 2.558  -0.49
H: 4.445 1.918 -1.539  0.39
H: 4.667 1.728 1.115  0.32
H: 2.321 1.394 -2.465  0.45
H: 2.950 0.474 2.147  0.45
H: -0.264 0.513 -2.185  0.49
H: 0.259 -0.699 1.859  0.07
H: -4.206 -2.443 1.313  0.35
H: -4.114 -1.345 -0.137  0.42
H: -4.449 -0.710 1.399  0.36
H: -2.399 -1.275 -2.033  0.30
H: -2.446 0.306 -1.542  0.28

- Net charge: +1
- LUMO (alpha / beta): -0.1031 / -0.2467 Ha
- Energy above the lowest of the compared OMol25 structures with the same formula, charge and spin: 0.774 eV
- Multiplicity: 3

Q: What is the energy above the lowest of the compared OMol25 structures with the same formula, charge and spin in the third record?
A: 3.829 eV

Repeat the first record exactly.
Below is a 2-piece molecular cluster, C5H13N2O overall at a distorted geometry, with properties calculated with ωB97M-V with the def2-TZVPD basis set.

Each line ends with the Mulliken charge.
Positions of all 21 atoms, in Å:
O: 1.022 -0.362 -0.141  -0.36
C: 0.736 -0.117 -1.300  -0.07
C: -0.373 0.711 -1.691  -0.06
C: -1.251 1.350 -0.714  -0.46
C: -2.544 0.550 -0.423  -0.63
C: -2.209 -0.869 0.036  -0.38
N: -1.521 -0.858 1.309  -0.43
N: 4.962 -0.103 1.655  -0.66
H: 1.392 -0.529 -2.076  0.41
H: -0.422 0.965 -2.745  0.38
H: -0.701 1.445 0.232  0.39
H: -1.495 2.369 -1.027  0.37
H: -3.160 0.498 -1.324  0.34
H: -3.128 1.060 0.342  0.36
H: -3.118 -1.461 0.113  0.44
H: -1.567 -1.320 -0.750  0.19
H: -0.513 -0.835 1.196  0.23
H: -1.799 -1.630 1.899  0.27
H: 5.247 0.356 2.505  0.23
H: 4.678 -1.051 1.862  0.23
H: 5.763 -0.168 1.040  0.23

- Net charge: +1
- LUMO: -0.3086 Ha
- Energy above the lowest of the compared OMol25 structures with the same formula, charge and spin: 5.046 eV